1.
{
  "formula": "C4H31N2O9",
  "method": "ωB97M-V with the def2-TZVPD basis set",
  "symbols": ["C", "C", "C", "C", "N", "N", "H", "H", "H", "H", "H", "H", "H", "H", "H", "H", "H", "H", "H", "H", "H", "O", "H", "H", "O", "H", "H", "O", "H", "H", "O", "H", "H", "O", "H", "H", "O", "H", "H", "O", "H", "H", "O", "H", "H", "O"],
  "xyz": [[-1.3471, -0.7601, 0.7557], [-0.6847, -1.8894, 1.5896], [0.0046, -1.3278, 2.8303], [1.2286, 0.6372, 3.7430], [0.8979, -0.2215, 2.5662], [-0.2107, -0.0069, 0.1076], [-2.0215, -0.1088, 1.2953], [-1.8256, -1.2106, -0.1107], [-1.5344, -2.5367, 1.7992], [0.0679, -2.3113, 0.9217], [0.5603, -2.1699, 3.2828], [-0.7426, -1.2821, 3.6310], [0.8520, 1.6350, 3.5910], [2.3128, 0.5844, 3.8322], [0.9431, 0.1141, 4.6582], [1.7829, -0.6164, 2.2582], [-0.4494, 0.7782, -0.5077], [0.2741, 0.4155, 0.9254], [0.3891, -0.5511, -0.5172], [0.5065, 3.3853, -1.9980], [-1.1373, 3.5818, -2.1594], [-0.3500, 3.6798, -1.6241], [-3.0722, 4.1801, -0.0208], [-1.5527, 3.4921, -0.2471], [-2.4947, 3.4207, -0.0191], [2.2147, 2.3789, -3.2420], [2.2757, 1.6751, -1.8652], [1.9886, 2.5029, -2.3115], [3.1067, -3.0020, 3.0557], [3.5816, -2.7214, 1.6511], [2.7970, -2.6666, 2.2102], [-0.5587, 1.3057, -3.3374], [-1.6858, 1.3819, -2.2517], [-1.0098, 0.8093, -2.6478], [-3.7309, 0.3213, -0.6664], [-3.2676, 1.7458, -0.4412], [-2.9910, 0.8952, -0.8461], [-1.1823, -1.0648, -2.3477], [-0.6841, -1.8722, -3.5386], [-1.0009, -1.9732, -2.6366], [3.0671, -0.5903, -0.9270], [2.7699, 0.7835, -0.3361], [2.3248, 0.0430, -0.8183], [0.0149, -3.4653, -1.5117], [0.0524, -4.8152, -0.9769], [0.5346, -3.9837, -0.8763]],
  "lumo_ev": [0.110, 0.046],
  "s_squared": 0.751,
  "e_tot_ha": -957.533122,
  "spin_multiplicity": 2,
  "homo_ev": [-2.6, -9.3],
  "relative_energy_kj_mol": 0.0,
  "gap_ha": [0.1008, 0.3419]
}



2.
{
  "formula": "C4H31NO15",
  "method": "ωB97M-V with the def2-TZVPD basis set",
  "symbols": ["O", "C", "O", "C", "C", "C", "O", "N", "H", "H", "H", "H", "H", "H", "H", "H", "H", "O", "H", "H", "O", "H", "H", "O", "H", "H", "O", "H", "H", "O", "H", "H", "O", "H", "H", "O", "H", "H", "O", "H", "H", "O", "H", "H", "O", "H", "H", "O", "H", "H", "O"],
  "xyz": [[-1.9335, 2.4913, 0.9761], [-1.0538, 1.6288, 1.1569], [-0.0162, 1.6453, 1.8686], [-1.3376, 0.2452, 0.6247], [-0.0124, -0.4229, 0.2351], [-0.2062, -1.4201, -1.0601], [0.8517, -2.2949, -0.9835], [-2.2324, 0.4434, -0.6495], [-1.6956, -0.4330, 1.4590], [0.5085, -0.9400, 0.9596], [0.7135, 0.2285, -0.1467], [-1.1793, -1.8995, -1.0305], [-0.0883, -0.8542, -2.0512], [-1.6635, 0.8291, -1.4844], [-2.9721, 1.0665, -0.5669], [1.0726, -3.9554, -1.9140], [-0.2575, -3.8296, -2.0966], [0.3422, -4.5548, -2.2640], [1.3294, -0.0518, -4.2942], [0.9694, 0.4379, -3.0075], [0.7741, 0.6962, -3.9609], [-1.6098, 2.3449, -2.9395], [-1.3814, 1.2318, -3.9741], [-1.8365, 2.0976, -3.8578], [2.2812, 1.1711, 0.8553], [2.8913, 0.6922, -0.2879], [3.1721, 1.2310, 0.4337], [-1.7534, -3.4533, 1.6435], [-0.1906, -3.4920, 1.8901], [-1.0275, -3.3158, 2.2770], [3.5553, 1.0142, 2.1251], [2.4213, 1.0550, 2.9803], [3.3606, 0.9623, 3.0684], [1.7310, -0.0407, 3.8434], [0.3749, 0.8189, 3.4768], [0.9261, 0.3417, 4.1543], [3.5502, -1.0958, -1.2709], [2.0284, -1.2488, -1.1140], [2.8210, -0.5457, -1.3547], [0.8026, -3.3673, 0.0443], [-0.0664, -4.5753, -0.0835], [0.6148, -4.2378, 0.5091], [0.8956, 3.5489, -1.2186], [-0.6571, 3.2161, -0.7726], [0.0028, 3.4213, -1.4931], [-4.6518, -1.2926, -0.1681], [-3.2898, -1.2137, -0.8762], [-4.1856, -1.7255, -0.8905], [-1.2337, 3.8490, 1.8496], [0.1545, 3.4819, 2.4768], [-0.2790, 4.2212, 2.0799]],
  "lumo_ev": 4.856,
  "e_tot_ha": -1354.394263,
  "homo_ev": -3.2,
  "charge": -2,
  "gap_ha": 0.2973
}



3.
{
  "formula": "C4H32N2O11",
  "method": "ωB97M-V with the def2-TZVPD basis set",
  "symbols": ["H", "N", "C", "N", "C", "C", "C", "H", "H", "H", "H", "H", "H", "H", "H", "H", "O", "H", "H", "O", "H", "H", "O", "H", "H", "O", "H", "H", "O", "H", "H", "O", "H", "H", "O", "H", "H", "O", "H", "H", "O", "H", "H", "O", "H", "H", "O", "H", "H"],
  "xyz": [[-0.8572, 2.5493, 3.2605], [-0.4695, 1.6883, 3.1339], [0.4446, 1.5758, 2.2269], [1.1569, 0.3988, 2.1295], [1.5659, -0.0017, 0.7898], [2.6672, -1.0574, 1.1134], [3.5340, -1.3181, -0.1635], [0.6139, 2.4044, 1.4483], [1.0319, -0.2784, 2.8337], [2.0556, 0.7847, 0.3788], [0.7586, -0.3638, 0.0614], [3.1902, -0.6705, 1.9513], [2.2399, -1.9715, 1.4069], [4.6389, -1.4823, 0.3187], [3.4704, -2.3733, -0.5340], [3.3060, -0.7037, -1.0472], [-3.3893, 1.1047, -1.6710], [-3.8071, 0.2337, -1.8664], [-2.4203, 0.9128, -2.0917], [-1.8386, 1.0535, 0.3537], [-2.2534, 0.8869, 1.2366], [-2.4985, 0.9189, -0.3982], [-3.6034, -1.0617, -2.9087], [-2.9582, -1.6498, -2.4278], [-3.0079, -0.9697, -3.6345], [1.2618, -3.0148, -2.9525], [0.3368, -2.8476, -3.1244], [1.2036, -2.7438, -2.0820], [-0.5150, 3.1594, -0.4087], [-1.0357, 2.5559, 0.1378], [-1.1328, 3.6275, -0.9452], [1.3315, 1.8656, -1.7271], [0.6142, 2.2808, -1.2929], [2.0862, 2.4060, -1.6250], [-0.6531, -2.0292, -1.3102], [-1.2522, -2.4943, -0.6872], [-0.1160, -1.3796, -1.0230], [-1.2448, 0.0636, -2.8199], [-0.3868, 0.4201, -3.0468], [-1.1882, -0.4758, -2.0266], [-2.0517, -1.0376, 3.2285], [-1.3418, -0.4703, 3.0869], [-2.8510, -0.5754, 3.2465], [-1.3958, -2.6581, 1.1116], [-1.8256, -2.1681, 1.9220], [-1.9632, -3.4112, 1.2934], [3.1550, 2.9469, 1.9352], [2.8316, 2.0816, 2.0310], [2.5628, 3.2885, 1.1781]],
  "lumo_ev": 0.007,
  "e_tot_ha": -1108.650163,
  "homo_ev": -9.7,
  "relative_energy_kj_mol": 406.2,
  "gap_ha": 0.3562
}



4.
{
  "formula": "C4H32N2O13",
  "method": "ωB97M-V with the def2-TZVPD basis set",
  "symbols": ["N", "C", "C", "O", "C", "N", "C", "O", "H", "H", "H", "H", "H", "H", "H", "H", "H", "H", "O", "H", "H", "O", "H", "H", "O", "H", "H", "O", "H", "H", "O", "H", "H", "O", "H", "H", "O", "H", "H", "O", "H", "H", "O", "H", "H", "O", "H", "H", "O", "H", "H"],
  "xyz": [[-0.3179, 2.2413, 1.3794], [0.2161, 2.0900, 0.0154], [-0.6790, 2.6042, -1.1642], [-0.0827, 3.8810, -1.4274], [0.5017, 0.5004, -0.1370], [1.5189, -0.0756, 0.6899], [2.4649, -0.9956, 0.4052], [2.5079, -1.7693, -0.5656], [-1.3366, 2.2567, 1.3734], [0.1120, 3.0322, 1.8344], [1.2552, 2.5731, 0.0587], [-0.6394, 2.0883, -2.0848], [-1.8070, 2.6487, -0.8852], [0.0328, 4.4410, -0.6743], [-0.4955, 0.0780, -0.1211], [0.7320, 0.3760, -1.2831], [1.5566, 0.3470, 1.6753], [3.3686, -1.0858, 1.1011], [3.6106, 2.1950, 1.2062], [3.6763, 1.4453, 1.7719], [2.6226, 2.2874, 0.9841], [0.2987, -2.3469, 3.4639], [0.5780, -2.4308, 2.5395], [-0.6713, -2.2106, 3.4313], [-2.7851, 0.2952, -2.2082], [-2.8377, 0.0522, -1.3085], [-3.5844, 0.0028, -2.6223], [1.9382, -0.0352, 3.3700], [1.1102, 0.5777, 3.5782], [1.6622, -1.0516, 3.5355], [-1.2017, 0.4503, 3.4612], [-1.3063, 0.6818, 2.5716], [-1.6999, 0.9732, 4.0627], [-2.4940, -0.6314, 0.4583], [-2.4504, -1.6188, 0.6886], [-2.7388, -0.2068, 1.2081], [1.4810, -1.1875, -2.8685], [1.8278, -1.3650, -2.0227], [0.5572, -1.4378, -2.9708], [0.1907, 1.3985, -3.8589], [0.8938, 0.8462, -3.7276], [-0.3932, 0.8728, -4.3534], [-0.9535, -1.5797, -3.4613], [-1.5294, -2.2745, -3.1466], [-1.2979, -0.6499, -3.4014], [0.1545, -3.0859, -0.9077], [-0.2312, -2.4660, -1.7032], [0.9567, -2.5691, -0.5867], [-1.5370, -3.1989, 1.2014], [-1.9868, -3.9940, 0.8111], [-0.7683, -2.9693, 0.6138]],
  "lumo_ev": -0.246,
  "e_tot_ha": -1259.154910,
  "homo_ev": -9.5,
  "relative_energy_kj_mol": 516.7,
  "gap_ha": 0.3411
}